{
  "formula": "C52H51N5O3PSr",
  "method": "ωB97M-V/def2-TZVPD",
  "species": ["Sr", "C", "C", "C", "C", "C", "C", "C", "C", "N", "C", "C", "C", "C", "N", "C", "C", "C", "C", "C", "C", "C", "C", "H", "H", "H", "H", "H", "H", "H", "H", "H", "H", "H", "H", "H", "H", "H", "H", "H", "H", "H", "H", "H", "H", "H", "H", "O", "C", "O", "C", "C", "C", "C", "C", "C", "P", "C", "C", "C", "C", "C", "C", "C", "C", "C", "C", "C", "C", "H", "H", "H", "H", "H", "H", "H", "H", "H", "H", "H", "H", "H", "H", "C", "C", "C", "C", "C", "N", "C", "O", "N", "C", "C", "C", "C", "N", "C", "C", "C", "H", "H", "H", "H", "H", "H", "H", "H", "H", "H", "H", "H", "H"],
  "coordinates": [[0.26805, 0.75761, -0.04388], [0.56315, 3.25668, 2.74141], [2.04447, 2.99125, 2.76025], [2.93965, 4.03985, 2.94422], [4.30647, 3.82531, 2.92574], [4.80201, 2.54452, 2.72993], [3.94278, 1.46993, 2.54442], [4.47100, 0.07420, 2.34794], [2.56775, 1.71667, 2.56219], [1.68784, 0.62244, 2.28922], [1.41040, -0.20616, 3.21032], [1.88590, -0.12493, 4.62858], [0.52378, -1.36673, 2.82818], [0.61098, -2.61153, 3.65638], [-0.20522, -1.21741, 1.79804], [-1.04522, -2.27952, 1.35045], [-0.63274, -3.04408, 0.25788], [0.69971, -2.81364, -0.40849], [-1.50398, -4.01255, -0.22937], [-2.75402, -4.19805, 0.33901], [-3.14086, -3.42492, 1.42352], [-2.29437, -2.45801, 1.95272], [-2.71596, -1.62305, 3.13265], [0.26720, 3.64535, 1.76386], [0.29640, 4.00228, 3.48955], [-0.02517, 2.36159, 2.94831], [2.55114, 5.03864, 3.10185], [4.98750, 4.65338, 3.06972], [5.87157, 2.37030, 2.73099], [5.55069, 0.08848, 2.21426], [4.03296, -0.39822, 1.46547], [4.25360, -0.56358, 3.20907], [2.47224, 0.77465, 4.79356], [2.49161, -0.99635, 4.88318], [1.02961, -0.12308, 5.30645], [1.64861, -2.94665, 3.71531], [0.00287, -3.40831, 3.23720], [0.28356, -2.41336, 4.67842], [1.48028, -2.52300, 0.29748], [0.62200, -2.03971, -1.18277], [1.03298, -3.71625, -0.91898], [-1.19512, -4.62090, -1.07157], [-3.43633, -4.93611, -0.06096], [-4.12184, -3.56202, 1.85951], [-3.79318, -1.67716, 3.27434], [-2.44600, -0.57361, 2.99981], [-2.23911, -1.97117, 4.05261], [1.46407, 2.74598, -0.25177], [0.69387, 3.02561, -1.21824], [-0.53683, 2.76739, -1.18508], [1.32922, 3.46373, -2.50719], [1.17011, 4.75581, -2.99139], [1.83509, 5.14816, -4.14058], [2.65977, 4.25287, -4.81214], [2.80073, 2.95873, -4.34257], [2.12545, 2.54425, -3.19411], [2.27027, 0.83567, -2.55788], [4.06678, 0.73085, -2.24562], [4.96426, 0.06588, -3.07581], [6.32362, 0.09224, -2.79433], [6.79490, 0.79593, -1.69638], [5.90321, 1.47216, -0.87437], [4.54346, 1.43439, -1.13777], [1.95530, -0.25684, -3.97969], [2.19751, -1.62157, -3.79961], [1.86511, -2.53551, -4.78562], [1.26630, -2.10164, -5.96201], [1.00843, -0.75219, -6.14422], [1.35009, 0.16719, -5.15968], [0.53837, 5.45372, -2.45722], [1.71961, 6.15845, -4.51011], [3.19140, 4.56488, -5.70123], [3.44165, 2.26104, -4.86923], [4.61002, -0.46844, -3.94801], [7.01562, -0.42782, -3.44388], [7.85632, 0.82468, -1.48714], [6.26481, 2.03975, -0.02620], [3.85161, 1.98027, -0.50418], [2.66153, -1.97008, -2.88241], [2.07318, -3.58736, -4.63757], [1.00610, -2.81421, -6.73345], [0.54608, -0.40690, -7.06007], [1.14152, 1.21747, -5.31819], [-6.69525, -0.06512, 5.47231], [-6.33377, -0.34468, 4.03905], [-5.66271, 0.59817, 3.26666], [-5.35812, 0.35172, 1.93877], [-5.71668, -0.85468, 1.34357], [-5.32775, -1.04860, 0.00213], [-5.45106, -2.18621, -0.74488], [-6.07586, -3.17421, -0.42003], [-4.77599, -2.15301, -1.96494], [-3.66207, -1.36906, -2.31995], [-3.46708, -0.97826, -3.63813], [-2.34702, -0.23246, -3.95732], [-1.46730, 0.12347, -2.95234], [-1.62200, -0.26892, -1.68298], [-2.69564, -1.00235, -1.38136], [-6.40322, -1.80476, 2.09433], [-6.69559, -1.53877, 3.42496], [-6.03097, 0.67935, 5.91034], [-6.64154, -0.96972, 6.07781], [-7.71475, 0.31835, 5.54652], [-5.37596, 1.54539, 3.70800], [-4.83439, 1.10394, 1.35720], [-4.92511, -0.24548, -0.45020], [-5.03773, -2.91278, -2.57191], [-4.19066, -1.25356, -4.39515], [-2.16301, 0.09070, -4.97210], [-0.60007, 0.73201, -3.17487], [-2.80171, -1.32011, -0.35324], [-6.71407, -2.73035, 1.63739], [-7.23107, -2.28760, 3.99737]],
  "fmax_ev_per_a": 1.3,
  "homo_lumo_gap_ha": 0.2753,
  "lumo_ev": -2.79,
  "spin_multiplicity": 1,
  "charge": 1,
  "relative_energy_kcal_mol": 1.9
}


{
  "formula": "C52H52N2O14",
  "method": "ωB97M-V/def2-TZVPD",
  "species": ["O", "C", "C", "C", "C", "O", "C", "C", "H", "H", "H", "H", "H", "H", "O", "C", "C", "C", "C", "O", "C", "C", "H", "H", "H", "H", "H", "H", "O", "C", "C", "C", "C", "O", "C", "C", "H", "H", "H", "H", "H", "H", "O", "C", "C", "C", "C", "O", "C", "C", "H", "H", "H", "H", "H", "H", "O", "C", "C", "C", "C", "O", "C", "C", "H", "H", "H", "H", "H", "H", "O", "C", "C", "C", "C", "O", "C", "C", "H", "H", "H", "H", "H", "H", "O", "C", "C", "C", "C", "O", "C", "C", "H", "H", "H", "H", "H", "H", "C", "C", "C", "N", "C", "C", "H", "H", "H", "H", "H", "C", "C", "C", "N", "C", "C", "H", "H", "H", "H", "H"],
  "coordinates": [[-4.38675, 4.70316, -0.42242], [-3.57575, 4.41316, 0.60958], [-2.40675, 5.13116, 0.64258], [-1.38575, 4.74916, 1.76758], [-1.69175, 3.78716, 2.71558], [-0.88575, 3.53616, 3.62958], [-2.89875, 3.09416, 2.48858], [-3.82875, 3.34316, 1.52458], [-5.04075, 4.27316, -0.86142], [-2.01875, 5.99316, 0.01258], [-0.44675, 5.19116, 1.77558], [-1.09975, 3.03716, 4.29258], [-3.08675, 2.26216, 3.08558], [-4.74675, 2.55216, 1.55358], [1.49425, -7.67584, -6.02642], [1.64325, -6.66484, -5.06342], [0.56825, -5.81784, -4.90742], [0.68725, -4.71884, -3.79042], [1.81325, -4.53984, -3.08542], [1.86025, -3.62484, -2.04642], [2.96025, -5.41784, -3.37342], [2.79725, -6.54584, -4.29442], [0.73225, -7.34084, -6.47242], [-0.39975, -5.90584, -5.49842], [-0.02475, -4.18184, -3.58342], [1.12825, -3.82984, -1.42342], [3.77325, -5.34184, -2.74642], [3.51925, -7.18284, -4.40842], [4.83225, 2.85716, -5.86342], [4.37325, 3.14616, -4.65742], [3.85225, 4.43416, -4.24242], [3.23025, 4.65716, -2.85642], [3.39025, 3.70216, -2.00642], [2.68725, 3.73716, -0.80642], [4.18425, 2.50116, -2.35742], [4.67425, 2.26416, -3.59942], [4.46725, 3.37916, -6.50442], [3.65725, 5.10016, -5.09842], [2.77625, 5.62516, -2.55042], [3.37025, 3.52516, -0.11742], [4.23825, 1.47816, -1.59642], [5.33625, 1.24916, -3.64442], [3.99725, 6.25816, 5.14958], [3.71925, 5.24716, 4.31358], [4.36025, 4.03516, 4.47058], [4.05825, 2.93416, 3.47058], [3.10025, 3.20216, 2.42758], [2.73025, 2.21016, 1.53758], [2.54625, 4.41216, 2.32158], [2.83925, 5.49416, 3.25458], [4.73625, 5.84816, 5.60358], [4.97025, 3.76416, 5.30458], [4.19825, 1.91916, 3.89058], [2.00125, 2.51216, 0.81058], [1.68125, 4.57716, 1.71658], [2.31825, 6.34916, 3.19458], [-5.86675, -4.31084, 2.98558], [-5.16975, -3.54084, 2.11858], [-3.78975, -3.64584, 1.92558], [-3.05075, -2.64384, 0.92458], [-3.90175, -1.76184, 0.14458], [-3.33475, -0.85084, -0.64542], [-5.30975, -1.76384, 0.36458], [-5.85975, -2.68784, 1.22658], [-5.83175, -5.15884, 3.27658], [-3.07175, -4.23384, 2.36458], [-2.17075, -2.55084, 0.74658], [-2.41175, -0.75284, -0.51642], [-5.82575, -1.08584, -0.28442], [-6.86675, -2.74184, 1.17958], [-2.57175, 0.93216, -5.33442], [-1.29675, 0.75816, -5.31942], [-0.66875, -0.49384, -5.02242], [0.79625, -0.72784, -4.94042], [1.63525, 0.45516, -5.11342], [2.94525, 0.23716, -5.09342], [1.04625, 1.63916, -5.52542], [-0.38275, 1.83516, -5.54742], [-3.00675, 0.06016, -5.30942], [-1.34975, -1.29284, -4.77342], [1.29125, -1.67284, -4.74542], [3.22625, 1.07716, -4.93042], [1.55225, 2.42616, -5.60042], [-0.62675, 2.87116, -5.47342], [-0.71675, -0.84784, 3.38358], [-1.36875, -0.99684, 4.65958], [-0.49775, -0.71784, 5.74458], [-1.17375, -0.59284, 7.13558], [-2.45175, -1.00084, 7.21158], [-3.09075, -0.81284, 8.45058], [-3.14775, -1.36484, 6.11758], [-2.64075, -1.27084, 4.81558], [0.29925, -0.65084, 3.30958], [0.41325, -0.28384, 5.89058], [-0.80175, -0.04684, 7.88658], [-2.56275, -1.01884, 9.09558], [-4.00775, -1.87684, 6.15758], [-3.13975, -1.26384, 3.77758], [-0.10475, -5.40584, 2.42958], [-0.80075, -5.88584, 1.25858], [-0.56275, -5.10184, 0.00658], [-0.06675, -3.96184, 0.03258], [0.40325, -3.46984, 1.22458], [0.53425, -4.09484, 2.42458], [-0.00675, -5.98684, 3.48258], [-1.42775, -6.65484, 1.26358], [-0.99875, -5.43584, -0.99942], [0.86825, -2.38684, 1.28458], [0.91825, -3.50884, 3.27158], [0.08925, 2.00116, -1.43942], [0.75325, 0.84316, -1.80342], [0.46725, -0.33584, -1.09842], [-0.41775, -0.46684, -0.10642], [-0.97275, 0.66516, 0.33258], [-0.84375, 1.85516, -0.40542], [0.10525, 3.01716, -2.13942], [1.47525, 0.80016, -2.80842], [0.99325, -1.16484, -1.43742], [-1.67375, 0.54716, 1.09258], [-1.35075, 2.80616, -0.24442]],
  "fmax_ev_per_a": 15.9,
  "homo_lumo_gap_ha": 0.2976,
  "smiles": "Oc1ccc(O)cc1.Oc1ccc(O)cc1.Oc1ccc(O)cc1.Oc1ccc(O)cc1.Oc1ccc(O)cc1.Oc1ccc(O)cc1.Oc1ccc(O)cc1.c1ccncc1.c1ccncc1",
  "lumo_ev": 0.30,
  "spin_multiplicity": 1,
  "relative_energy_kcal_mol": 51.8
}


Calculated values (eV) of HOMO for the records, taken in order: -10.3; -7.8.